One molecule with the formula C2H4N4S, computed with the ωB97M-V functional and the def2-TZVPD basis.

Geometry as XYZ:
```
11
Properties=species:S:1:pos:R:3:forces:R:3
N -0.237 1.508 0.167 2.514 0.863 1.800
N -0.470 0.174 -0.026 0.066 -1.535 0.820
N 0.521 -0.714 0.307 2.150 -2.007 -1.976
C -0.189 -2.074 0.133 -0.257 5.222 0.768
N -1.443 -1.853 0.025 0.452 0.257 -0.003
C -1.654 -0.432 0.001 -1.085 -0.910 -0.743
S -3.116 0.333 -0.050 0.087 0.065 0.129
H 0.318 1.675 1.114 -1.904 -0.607 -2.294
H -1.163 1.888 0.187 -0.766 0.769 0.270
H 1.407 -0.470 -0.294 -2.018 -1.063 1.403
H 0.282 -2.955 0.453 0.759 -1.055 -0.174
```
Forces are in eV/Å.

Summary:
- E_HOMO: -8.145 eV
- Kohn-Sham gap: 0.3002 Ha
- Lowest unoccupied orbital energy: 0.024 eV
- Maximum force: 5.3 eV/A
- Net charge: 0

Atom charges from the Löwdin analysis, given in e for atoms 1 to 5: N 0.08; N -0.29; N 0.06; C -0.07; N 0.08

***

One molecule with the formula C2H4N4S2, computed with the ωB97M-V functional and the def2-TZVPD basis.

Geometry as XYZ:
```
12
Properties=species:S:1:pos:R:3:forces:R:3
H -2.904 0.590 0.510 -0.061 0.160 0.025
N -2.364 -0.207 0.200 0.572 -0.101 -0.141
C -1.156 0.106 -0.049 -0.476 0.166 0.237
N -0.311 -0.797 -0.688 0.475 0.661 0.104
N 0.983 -0.919 -0.109 -0.149 -0.303 -0.085
C 1.844 0.110 -0.119 0.247 0.010 0.018
S 3.468 -0.024 0.129 -0.375 0.076 -0.083
S 1.039 1.654 -0.445 -0.218 -0.523 0.169
N -0.520 1.319 0.203 0.388 0.345 0.127
H -0.768 -1.673 -0.801 -0.149 -0.789 -0.088
H 1.337 -1.865 0.035 -0.130 0.490 -0.054
H -0.647 1.707 1.132 -0.123 -0.193 -0.229
```
Forces are in eV/Å.

Summary:
- E_HOMO: -8.551 eV
- Kohn-Sham gap: 0.3255 Ha
- Lowest unoccupied orbital energy: 0.308 eV
- Maximum force: 0.8 eV/A
- Net charge: 0

Atom charges from the Löwdin analysis, given in e for atoms 1 to 5: H 0.05; N 0.13; C -0.57; N 0.04; N -0.06

***

One molecule with the formula C2H4N4S2, computed with the ωB97M-V functional and the def2-TZVPD basis.

Geometry as XYZ:
```
12
Properties=species:S:1:pos:R:3:forces:R:3
N 2.409 0.012 -0.159 -0.416 -0.980 0.362
C 1.004 0.053 -0.150 0.539 -0.200 1.769
N 0.332 1.146 -0.057 -0.788 0.017 -0.734
N -0.990 0.713 -0.054 0.077 0.133 -0.030
S -2.221 1.908 -0.064 0.139 -0.109 -0.058
C -1.131 -0.635 -0.051 -1.156 0.055 0.166
S -2.570 -1.544 -0.100 1.143 0.659 0.160
N 0.166 -1.050 -0.012 1.809 0.150 -0.674
H 2.833 -0.526 0.613 -0.524 0.368 -0.683
H 2.817 0.934 -0.191 -0.212 0.108 -0.049
H -3.167 0.979 0.150 -0.100 -0.118 0.015
H 0.519 -1.990 0.075 -0.511 -0.082 -0.245
```
Forces are in eV/Å.

Summary:
- E_HOMO: -8.015 eV
- Kohn-Sham gap: 0.3100 Ha
- Lowest unoccupied orbital energy: 0.421 eV
- Maximum force: 1.9 eV/A
- Net charge: 0

Atom charges from the Löwdin analysis, given in e for atoms 1 to 5: N 0.12; C -0.42; N 0.09; N -0.52; S 0.81